1.
{"formula": "C12H31GaNOPS", "method": "ωB97M-V/def2-TZVPD", "total_charge": 0, "lumo_energy_ev": -0.099, "orbital_gap_ha": 0.2190, "largest_force_ha_per_bohr": 0.0056, "symbols": ["C", "C", "H", "H", "H", "H", "C", "H", "H", "H", "C", "H", "H", "H", "H", "H", "Ga", "H", "H", "H", "P", "H", "S", "H", "H", "C", "C", "N", "H", "C", "H", "H", "C", "O", "H", "C", "H", "C", "H", "C", "H", "H", "H", "H", "H", "H", "C", "H"], "xyz": [[2.92, -0.28, -1.86], [2.86, 0.66, -3.05], [-1.82, -1.86, 4.02], [-1.07, -1.94, 1.62], [3.03, 0.30, -0.94], [-2.08, -0.24, 0.28], [0.34, -0.82, -2.05], [2.91, 0.11, -4.00], [0.29, 2.48, 4.86], [1.94, 1.26, -3.07], [-2.07, 0.03, -3.91], [-1.28, 0.54, -4.46], [-0.03, -2.50, 0.30], [-2.96, 0.04, -4.54], [-2.98, 1.91, 5.19], [-1.93, -1.55, -0.93], [-1.63, -0.28, 4.16], [-1.59, 1.72, -0.87], [0.33, -0.23, -2.97], [-1.55, 0.39, 2.66], [0.39, 0.15, 5.32], [-0.46, 1.70, -2.23], [-3.38, 0.64, 5.33], [-2.86, 1.68, -2.80], [1.31, 0.99, -0.30], [-2.37, 0.73, -2.59], [0.40, 0.56, 0.10], [-0.45, -0.01, -1.02], [1.82, -1.83, -0.83], [1.76, -1.28, -1.76], [0.30, -0.13, 2.09], [3.69, 1.37, -3.03], [-1.20, 1.11, -1.69], [1.48, -0.90, 4.52], [-0.27, -1.70, -2.24], [0.93, 1.68, 4.46], [1.57, -0.96, 1.19], [0.56, -0.55, 1.13], [-1.78, -1.01, -3.79], [-0.49, -1.61, 0.75], [1.58, -1.67, 5.08], [3.84, -0.87, -1.92], [-0.20, 1.36, 0.53], [1.93, -2.03, -2.55], [-3.10, 0.15, -2.01], [1.97, 1.92, 4.69], [-1.39, -0.90, -0.24], [0.80, 1.66, 3.37]], "nbo_charge": [-0.4028, -0.6135, -0.3029, 0.2847, 0.2014, 0.2458, -0.2130, 0.2098, 0.2283, 0.1867, -0.6148, 0.2056, 0.2028, 0.2308, 0.1233, 0.2169, 0.5238, 0.2316, 0.2226, -0.4007, 0.5296, 0.2114, -0.6063, 0.2329, 0.2238, -0.4269, -0.2181, -0.2195, 0.2310, -0.4276, 0.2929, 0.2280, -0.1966, -1.0107, 0.2206, -0.9526, 0.2245, -0.4500, 0.2029, -0.4284, 0.4793, 0.2209, 0.2329, 0.2278, 0.2195, 0.2200, -0.2180, 0.1901]}

2.
{"formula": "CaH10N3O14", "method": "ωB97M-V/def2-TZVPD", "total_charge": -1, "lumo_energy_ev": -2.686, "orbital_gap_ha": 0.0776, "largest_force_ha_per_bohr": 0.1736, "e_above_lowest_kj_mol": 1117.3, "symbols": ["O", "H", "O", "H", "N", "H", "O", "H", "H", "O", "N", "N", "H", "O", "O", "O", "Ca", "O", "O", "O", "O", "O", "O", "H", "H", "O", "H", "H"], "xyz": [[4.98, -1.50, -4.16], [4.14, 1.76, 2.37], [-1.57, 0.47, 4.16], [3.49, 0.56, 3.02], [1.78, -4.99, 2.65], [-1.13, 3.37, -3.42], [2.83, -5.53, 2.55], [-2.51, -3.04, -2.26], [-0.32, 2.62, -4.45], [0.82, -5.53, 3.21], [4.06, -2.03, -3.57], [-5.63, 1.93, -0.76], [-1.41, 0.00, 4.98], [0.53, 4.88, 0.49], [3.43, 1.13, 2.25], [-5.88, 2.39, -1.85], [-0.04, 0.41, 0.07], [3.90, -3.24, -3.50], [-0.63, 2.57, -3.55], [3.31, -1.38, -2.81], [1.71, -3.96, 2.14], [-1.89, -2.78, -1.57], [-4.50, 1.76, -0.46], [-0.15, 5.33, 0.98], [-2.23, 1.12, 4.39], [-6.58, 1.71, -0.06], [-1.67, -3.60, -1.13], [1.17, 5.56, 0.28]], "nbo_charge": [-0.5180, 0.4808, -0.9602, 0.4829, 0.7320, 0.4785, -0.4888, 0.4849, 0.4832, -0.5673, 0.7197, 0.7321, 0.4832, -0.9557, -0.9623, -0.5743, 1.8271, -0.5374, -0.9606, -0.6570, -0.5198, -0.9694, -0.6001, 0.4773, 0.4778, -0.5540, 0.4861, 0.4793]}

3.
{"formula": "C16H14N6O6", "method": "ωB97M-V/def2-TZVPD", "total_charge": 0, "lumo_energy_ev": -0.809, "orbital_gap_ha": 0.2468, "largest_force_ha_per_bohr": 0.0929, "e_above_lowest_kj_mol": 84.1, "symbols": ["C", "C", "N", "H", "N", "H", "C", "C", "H", "C", "H", "C", "C", "O", "C", "O", "O", "C", "H", "H", "O", "H", "C", "H", "H", "C", "N", "N", "O", "C", "C", "O", "C", "C", "H", "H", "N", "H", "C", "H", "N", "H"], "xyz": [[2.03, -2.16, 3.14], [3.12, -0.91, 1.41], [2.07, -0.19, -0.43], [-2.21, 3.88, -4.53], [4.15, -0.66, 0.55], [-2.03, -1.70, -2.33], [0.83, -2.08, 2.45], [-2.17, 0.63, -3.56], [-1.52, -0.63, 1.71], [-1.83, 3.23, -2.49], [-0.61, -1.98, -1.25], [0.58, -1.23, 1.23], [-2.29, 1.76, -4.38], [3.48, -0.25, -0.60], [1.86, -0.67, 0.82], [-1.43, -2.48, 2.40], [4.48, -2.85, 4.15], [-1.62, -1.51, -1.32], [-0.87, 3.99, -0.03], [-2.28, -0.40, -3.91], [-0.26, -3.62, 3.84], [-2.29, -1.88, -0.52], [-1.86, 0.84, -2.22], [-1.97, 3.19, 1.09], [0.11, -1.92, 0.42], [3.23, -1.55, 2.69], [-1.23, 1.92, -0.37], [-0.33, -2.77, 2.92], [5.59, -1.43, 2.92], [-0.62, -0.18, 1.08], [-1.06, 3.05, 0.51], [1.35, 0.20, -1.37], [-1.68, 2.09, -1.71], [-1.16, 0.58, -0.09], [-0.21, 2.90, 1.17], [2.13, -2.62, 4.13], [-1.57, -0.06, -1.18], [-1.70, 4.21, -2.06], [-2.13, 3.04, -3.84], [-0.10, 0.53, 1.72], [4.51, -1.94, 3.28], [-2.49, 1.61, -5.43]], "nbo_charge": [-0.0604, 0.1175, 0.3792, 0.2318, -0.0611, 0.2250, -0.0894, -0.1971, 0.3247, -0.2380, 0.2375, -0.2395, -0.1959, -0.1779, 0.0635, -0.4936, -0.4329, -0.4177, 0.2288, 0.2278, -0.4079, 0.2413, 0.0986, 0.2176, 0.2175, -0.1393, -0.3320, 0.5039, -0.3842, -0.5394, -0.4107, -0.4821, 0.1883, 0.5553, 0.2325, 0.2867, -0.2990, 0.2289, -0.1920, 0.2423, 0.5099, 0.2312]}

4.
{"formula": "C8H9Cl2N3O", "method": "ωB97M-V/def2-TZVPD", "total_charge": 0, "smiles": "C=c1n(CC)c(=O)c2n1[C@@H](Cl)[C@H](Cl)N=2", "lumo_energy_ev": -0.221, "orbital_gap_ha": 0.3377, "largest_force_ha_per_bohr": 0.1197, "e_above_lowest_kj_mol": 279.6, "symbols": ["H", "N", "Cl", "H", "C", "Cl", "H", "N", "H", "H", "H", "C", "O", "C", "C", "C", "H", "C", "H", "C", "C", "N", "H"], "xyz": [[-2.45, -1.17, -1.50], [1.26, 0.23, -0.37], [2.25, 2.27, 1.05], [-2.34, -1.85, 0.92], [1.45, -0.89, 0.52], [4.11, -0.81, -1.38], [-3.92, -0.82, -0.55], [-0.83, -0.62, 0.42], [-0.66, 2.53, -1.06], [-1.93, 1.73, -0.29], [4.07, 0.51, 0.86], [2.40, 1.08, -0.24], [-0.15, -2.52, 1.41], [-2.20, -0.86, 0.52], [3.42, 0.00, 0.16], [-0.92, 1.72, -0.44], [-3.01, 0.43, -0.87], [-0.38, 0.57, -0.12], [2.70, 1.68, -1.22], [-2.90, -0.57, -0.74], [0.07, -1.48, 0.88], [2.69, -0.98, 0.84], [-2.70, -0.19, 1.22]], "nbo_charge": [0.2181, -0.4578, -0.0480, 0.2473, 0.3531, -0.0754, 0.2200, -0.4491, 0.2451, 0.2024, 0.2389, -0.0898, -0.5316, -0.2196, -0.0294, -0.5032, 0.2066, 0.4237, 0.2529, -0.6063, 0.6484, -0.4396, 0.1932]}

5.
{"formula": "C5H20NO4", "method": "ωB97M-V/def2-TZVPD", "total_charge": 1, "lumo_energy_ev": -4.128, "orbital_gap_ha": 0.3770, "largest_force_ha_per_bohr": 0.0341, "e_above_lowest_kj_mol": 75.6, "symbols": ["H", "H", "H", "H", "H", "C", "H", "H", "C", "O", "H", "H", "C", "H", "H", "H", "H", "H", "H", "C", "O", "H", "H", "O", "H", "C", "H", "O", "H", "N"], "xyz": [[1.05, -1.81, -0.62], [0.27, 1.02, 1.80], [-1.10, 1.42, 0.77], [1.89, 3.25, 0.27], [-0.05, -2.95, -2.69], [-3.00, 0.09, 1.84], [-1.32, -1.26, 1.95], [-3.51, -1.72, 2.92], [0.69, -1.18, 0.19], [3.73, 0.89, -2.31], [4.12, 0.19, -1.79], [-3.14, 1.17, 1.94], [-1.50, -0.20, 2.09], [-0.32, 0.15, -0.85], [-3.27, -0.26, 0.85], [0.93, 1.75, -3.23], [2.76, 2.26, -0.57], [-3.84, -0.28, 3.84], [2.88, 0.55, -2.63], [-0.54, 0.63, 1.23], [1.90, 2.38, -0.14], [-4.89, -0.74, 2.52], [-1.34, 0.07, 3.14], [0.23, -3.33, -1.84], [0.95, -1.62, 1.15], [-3.85, -0.69, 2.83], [0.58, -4.20, -2.04], [0.91, 1.13, -2.49], [1.03, 1.78, -1.77], [-0.02, -0.15, 0.07]], "nbo_charge": [0.2614, 0.2436, 0.2253, 0.4958, 0.4861, -0.3931, 0.2065, 0.2069, 0.1231, -0.9632, 0.4716, 0.2078, -0.4119, 0.4575, 0.1985, 0.4926, 0.5112, 0.2162, 0.4882, -0.2388, -0.9924, 0.2285, 0.2286, -0.9676, 0.2122, -0.6119, 0.4944, -0.9923, 0.4984, -0.3832]}

6.
{"formula": "C20H18HgN5OS", "method": "ωB97M-V/def2-TZVPD", "total_charge": -2, "lumo_energy_ev": [5.011, 5.002], "orbital_gap_ha": [0.1228, 0.2064], "largest_force_ha_per_bohr": 0.0098, "e_above_lowest_kj_mol": 0.0, "spin_multiplicity": 2, "symbols": ["H", "S", "H", "C", "H", "H", "H", "C", "H", "H", "C", "H", "N", "H", "H", "H", "C", "C", "C", "C", "H", "H", "N", "C", "C", "Hg", "H", "H", "O", "C", "H", "N", "C", "N", "C", "C", "C", "H", "C", "C", "N", "C", "C", "C", "H", "C"], "xyz": [[-4.04, -1.82, -0.85], [3.39, 2.67, 1.51], [1.29, 4.02, 3.17], [0.91, -4.01, -1.54], [-0.35, 0.15, -3.46], [5.12, 3.83, -0.20], [-3.16, -0.82, 1.13], [-2.24, -0.87, -3.56], [1.83, -2.55, -2.80], [4.85, 3.11, -1.68], [-2.13, -0.78, 0.75], [-2.94, 3.32, 3.82], [4.43, 3.48, -0.84], [-3.03, 0.91, 2.40], [-0.31, 0.26, -1.01], [-1.62, -1.69, 1.05], [3.64, 2.46, -0.22], [1.22, -2.08, 0.55], [-3.24, -1.38, -1.43], [-0.86, 4.14, 3.82], [0.80, -4.74, -2.34], [-0.91, 5.06, 4.39], [-1.41, 0.35, 1.29], [-2.18, -0.76, -0.76], [0.47, -4.30, -0.25], [1.32, 1.00, 1.43], [0.00, -5.26, -0.03], [0.31, -3.56, 1.78], [1.36, -1.27, 1.57], [1.50, -2.78, -1.80], [-4.11, -1.92, -3.31], [3.21, 1.55, -1.00], [-1.99, 1.10, 2.12], [0.00, 2.48, 2.56], [2.28, -0.55, -1.20], [-1.19, -0.26, -2.90], [-1.33, 2.23, 2.75], [-2.26, -0.92, -4.64], [1.67, -1.77, -0.80], [0.28, 3.62, 3.19], [2.40, 0.57, -0.46], [-3.28, -1.43, -2.81], [-1.90, 3.24, 3.53], [0.63, -3.34, 0.76], [2.72, -0.51, -2.19], [-1.15, -0.20, -1.52]], "lowdin_spin": [0.0001, 0.0120, 0.0003, 0.0025, 0.0014, 0.0027, 0.0001, 0.0003, 0.0066, 0.0016, 0.0008, 0.0001, 0.0219, 0.0000, 0.0009, 0.0001, 0.0658, 0.0561, 0.0004, 0.0001, -0.0049, 0.0000, -0.0002, 0.0003, 0.1425, 0.0072, 0.0147, -0.0019, 0.0451, 0.1193, 0.0001, -0.0170, 0.0011, 0.0006, 0.2187, 0.0020, 0.0000, 0.0000, 0.0317, 0.0011, 0.2165, 0.0001, 0.0006, 0.0318, 0.0150, 0.0019]}